No. 1
68
Properties=species:S:1:pos:R:3 method="wB97M-V/def2-TZVPD" e_homo_ev=-6.9 smiles="CCCCC1=CC2=C(c3ccco3)C(=O)[C@@](C)(OC(=O)c3ccc(OC)cc3)C(=O)C2=CN1c1ccccc1" max_force_ev_per_a=1.05
C -5.15263 -1.82914 2.81880
C -3.71196 -1.73426 3.30901
C -2.76238 -1.16669 2.25473
H -1.72890 -1.31781 2.57382
H -2.90548 -1.71595 1.32190
C -2.98398 0.33333 2.00961
C -2.12910 0.80655 0.87379
C -0.95234 1.44572 1.08940
C -0.03756 1.77046 0.03964
C 1.12790 2.49623 0.21204
C 2.07056 2.63581 -0.87505
O 2.95424 3.46004 -0.95737
C 1.91934 1.53102 -1.97052
C 0.46272 1.48412 -2.41037
O 0.09105 1.72162 -3.53447
C -0.44522 1.29994 -1.25812
C -1.65277 0.71514 -1.43656
N -2.51313 0.48188 -0.40973
C -3.74280 -0.16249 -0.70592
C -3.72506 -1.43027 -1.27491
C -4.91717 -2.06570 -1.57207
C -6.12433 -1.43978 -1.30825
C -6.13943 -0.16555 -0.76591
C -4.95217 0.47985 -0.46959
H -4.95860 1.48529 -0.07466
H -7.07881 0.33255 -0.57991
H -7.05311 -1.94027 -1.53501
H -4.90225 -3.05297 -2.00799
H -2.77751 -1.90855 -1.47602
H -1.96683 0.40167 -2.42024
C 2.86569 1.74648 -3.14001
H 2.58840 2.66239 -3.65388
H 2.78763 0.91183 -3.83310
H 3.88507 1.83459 -2.77416
O 2.29796 0.33869 -1.24994
C 1.69857 -0.80666 -1.55819
O 0.77789 -0.89315 -2.34350
C 2.25820 -1.95258 -0.81592
C 3.27839 -1.79774 0.11748
C 3.78324 -2.89082 0.79420
C 3.27274 -4.16422 0.54532
C 2.24486 -4.31900 -0.39233
C 1.74608 -3.22825 -1.06238
H 0.95830 -3.33740 -1.79198
H 1.86427 -5.31182 -0.57245
O 3.69379 -5.30041 1.14860
C 4.73894 -5.22641 2.09085
H 5.65795 -4.83947 1.64042
H 4.46267 -4.60551 2.94860
H 4.90495 -6.24899 2.42549
H 4.57502 -2.74239 1.51117
H 3.67520 -0.81368 0.31122
C 1.42804 3.20651 1.44451
C 0.62415 3.89578 2.32047
C 1.47976 4.42366 3.31273
C 2.73512 4.02054 2.97410
O 2.71184 3.28750 1.85310
H 3.68956 4.18740 3.43276
H 1.19821 5.02234 4.15513
H -0.43411 4.04127 2.24107
H -0.66125 1.67324 2.10211
H -4.03761 0.50904 1.80097
H -2.71759 0.88650 2.91073
H -3.36752 -2.73474 3.57868
H -3.67004 -1.11665 4.20849
H -5.77078 -2.32349 3.56408
H -5.20367 -2.40184 1.89486
H -5.57565 -0.84520 2.63274


No. 2
9
Properties=species:S:1:pos:R:3 method="wB97M-V/def2-TZVPD" e_homo_ev=-9.8 max_force_ev_per_a=3.99 relative_energy_kj_mol=285.71
C 0.51554 1.34679 0.25125
N -0.65658 1.16553 0.22377
N 1.56150 1.92953 0.37987
O 0.66350 -1.05526 -1.17683
O -0.79819 -2.01933 0.42990
O -1.33469 0.30479 -0.58594
S -0.74275 -1.20165 -1.00609
H -1.71650 -2.08977 0.65486
H 2.50817 1.61935 0.82921


No. 3
73
Properties=species:S:1:pos:R:3 method="wB97M-V/def2-TZVPD" e_homo_ev=-11.3 max_force_ev_per_a=4.61 relative_energy_kj_mol=619.59 charge=+1
Rb -0.13145 0.29741 -0.12154
C -3.73577 -0.79576 0.45564
O -2.34777 -0.79887 0.56243
C -1.85325 -2.09163 0.95305
C -0.27391 -2.05238 1.25200
N 0.44888 -1.98555 -0.04642
C 1.86353 -2.52896 0.08277
C 2.87038 -1.70804 0.89750
O 4.13037 -2.23890 0.89606
C 4.31381 -3.53770 1.52907
H -4.05803 0.23388 0.30043
H -4.29127 -1.20219 1.30083
H -4.02161 -1.26616 -0.48518
H -2.14974 -2.87447 0.25493
H -2.34546 -2.25577 1.91163
H -0.00290 -2.94623 1.81387
H 0.02700 -1.23414 1.90625
H 0.04707 -2.67715 -0.66315
H 2.24643 -2.60710 -0.93477
H 1.87167 -3.52266 0.53064
H 2.54720 -1.53889 1.92465
H 2.86364 -0.76266 0.35499
H 5.38710 -3.67953 1.65567
H 4.06370 -4.32710 0.82027
H 3.85754 -3.55050 2.51890
C -2.18382 -3.15891 -2.33778
O -1.67531 -2.01757 -2.90731
C -2.14560 -0.86080 -2.39062
C -1.25540 0.30179 -2.92777
N 0.15856 0.10694 -2.47604
C 1.06801 1.14331 -2.89016
C 0.68796 2.58787 -2.55420
O 0.37280 2.55390 -1.16877
C 0.03672 3.83539 -0.66319
H -3.27284 -3.17566 -2.38087
H -1.81007 -3.10828 -1.31511
H -1.98676 -4.00173 -3.00028
H -2.17599 -0.78644 -1.30358
H -3.12072 -0.70295 -2.85141
H -1.70953 1.13524 -2.39185
H -1.37923 0.43247 -4.00280
H 0.45706 -0.70009 -3.00491
H 1.23275 1.17689 -3.96712
H 2.07145 0.90224 -2.53929
H -0.15771 3.04363 -3.06919
H 1.58293 3.19060 -2.70859
H 0.96234 4.41102 -0.66256
H -0.32588 3.71739 0.35794
H -0.67113 4.42899 -1.24171
C -3.53671 2.03064 0.24012
O -2.18795 1.80871 0.68855
C -2.07074 1.56468 2.13819
C -0.62390 1.61192 2.50143
N 0.23201 0.41691 2.19156
C 1.62514 0.58067 2.64879
C 2.56329 1.56794 1.83894
O 2.62007 1.10495 0.50555
C 3.20650 1.90606 -0.50237
H -4.27818 1.69915 0.96705
H -3.77170 1.64880 -0.75339
H -3.53850 3.11871 0.17527
H -2.52222 0.61446 2.42341
H -2.65268 2.28227 2.71657
H -0.57896 1.71664 3.58546
H -0.18884 2.57710 2.24206
H -0.15815 -0.36666 2.69542
H 2.16490 -0.36453 2.70665
H 1.68367 0.97666 3.66263
H 3.56402 1.61508 2.26838
H 2.06215 2.53415 1.89725
H 2.63926 2.82652 -0.64055
H 3.54291 1.42464 -1.42062
H 4.11651 2.30019 -0.04996


No. 4
55
Properties=species:S:1:pos:R:3 method="wB97M-V/def2-TZVPD" e_homo_ev=-8.4 smiles="O=C(CSc1nnc(CN2CCCCC2)n1-c1ccccc1)c1ccc2c(c1)OCO2" max_force_ev_per_a=1.27 relative_energy_kj_mol=272.97
O 4.42797 3.00934 -1.53097
C 4.01639 2.25066 -0.68359
C 4.88207 1.23287 -0.04995
C 4.49521 0.48508 1.05963
C 5.33309 -0.46929 1.62434
C 6.56588 -0.65182 1.04243
C 6.96757 0.09915 -0.06919
C 6.15142 1.04359 -0.62740
H 6.44556 1.62991 -1.48182
O 8.22818 -0.28302 -0.43676
C 8.60965 -1.29396 0.46964
O 7.55956 -1.51337 1.39125
H 8.81644 -2.22639 -0.07914
H 9.51582 -0.98312 1.01298
H 5.03351 -1.04625 2.48278
H 3.52942 0.63650 1.51208
C 2.56458 2.30763 -0.24885
H 2.47087 2.51700 0.81673
H 2.02826 3.06416 -0.82095
S 1.75184 0.70567 -0.59526
C 0.12584 1.28869 -0.78695
N -0.24972 2.53679 -0.72586
N -1.57948 2.56454 -0.89983
C -2.00985 1.34631 -1.04744
N -0.95237 0.46624 -0.98611
C -0.96124 -0.93617 -1.10286
C -1.88617 -1.67908 -0.37879
C -1.89281 -3.05679 -0.49923
C -0.98107 -3.69259 -1.32563
C -0.06093 -2.94626 -2.04270
C -0.04782 -1.56735 -1.93864
H 0.66050 -0.98289 -2.50533
H 0.64870 -3.43696 -2.69128
H -0.98799 -4.76868 -1.41231
H -2.61192 -3.63638 0.06018
H -2.59398 -1.16724 0.25616
C -3.42338 0.95235 -1.27869
N -4.04619 0.48371 -0.04798
C -5.31738 -0.17293 -0.29856
C -5.83299 -0.80937 0.98898
C -5.99889 0.25262 2.07041
C -4.67579 0.98849 2.25246
C -4.21152 1.55913 0.91711
H -3.25256 2.06758 1.03431
H -4.94420 2.30243 0.55604
H -4.78246 1.79831 2.97549
H -3.92057 0.29360 2.62459
H -6.31153 -0.20805 3.00909
H -6.77226 0.96298 1.76854
H -6.78273 -1.30910 0.79097
H -5.11440 -1.55939 1.32462
H -5.16179 -0.94722 -1.05566
H -6.06808 0.53945 -0.68540
H -3.44795 0.13422 -2.00590
H -3.94829 1.82466 -1.70174


no.,E (Ha)
1,-1742.99438
2,-772.59800
3,-1352.06877
4,-1733.75888